Record 1
{
  "formula": "C31H25BO9P",
  "method": "ωB97M-V with the def2-TZVPD basis set",
  "symbols": ["O", "P", "B", "C", "O", "O", "O", "C", "C", "O", "H", "H", "H", "H", "H", "H", "H", "H", "H", "C", "C", "C", "C", "C", "C", "C", "O", "C", "C", "C", "C", "C", "C", "C", "O", "H", "H", "H", "H", "H", "H", "H", "H", "C", "C", "C", "C", "C", "C", "C", "O", "C", "C", "C", "C", "C", "C", "C", "O", "H", "H", "H", "H", "H", "H", "H", "H"],
  "xyz": [[3.88, -5.38, -3.61], [3.68, -5.52, -5.15], [2.11, -4.54, -5.77], [2.75, -3.52, -6.90], [3.87, -2.71, -6.44], [3.46, -2.11, -5.23], [1.18, -4.03, -4.77], [-0.08, -3.84, -5.39], [0.04, -4.66, -6.78], [1.23, -5.43, -6.59], [3.55, -6.91, -5.55], [4.89, -5.07, -5.76], [3.11, -4.18, -7.75], [2.01, -2.81, -7.36], [3.69, -1.17, -5.30], [-0.14, -2.71, -5.46], [-1.00, -4.19, -4.85], [-0.79, -5.36, -7.05], [0.07, -3.90, -7.62], [3.72, 2.31, 0.25], [2.58, 2.61, 1.00], [1.55, 1.69, 1.10], [1.65, 0.46, 0.44], [2.78, 0.17, -0.32], [3.82, 1.10, -0.41], [2.88, -1.11, -1.07], [3.87, -1.35, -1.73], [1.75, -2.06, -1.00], [1.80, -3.25, -1.74], [0.75, -4.15, -1.66], [-0.34, -3.89, -0.84], [-0.40, -2.71, -0.11], [0.64, -1.79, -0.19], [0.55, -0.52, 0.57], [-0.41, -0.29, 1.28], [4.53, 3.03, 0.19], [2.50, 3.57, 1.51], [0.67, 1.93, 1.69], [4.70, 0.87, -0.99], [2.65, -3.46, -2.38], [0.79, -5.07, -2.24], [-1.16, -4.60, -0.78], [-1.26, -2.51, 0.53], [-1.23, 7.15, 5.55], [-2.36, 7.45, 6.30], [-3.39, 6.53, 6.40], [-3.30, 5.30, 5.74], [-2.17, 5.01, 4.97], [-1.13, 5.93, 4.89], [-2.07, 3.73, 4.23], [-1.09, 3.48, 3.56], [-3.20, 2.78, 4.30], [-3.15, 1.60, 3.56], [-4.20, 0.69, 3.63], [-5.30, 0.95, 4.45], [-5.35, 2.12, 5.19], [-4.31, 3.05, 5.11], [-4.40, 4.31, 5.87], [-5.36, 4.55, 6.58], [-0.42, 7.87, 5.48], [-2.44, 8.40, 6.80], [-4.27, 6.76, 6.98], [-0.25, 5.71, 4.30], [-2.30, 1.38, 2.92], [-4.16, -0.23, 3.06], [-6.11, 0.23, 4.52], [-6.21, 2.33, 5.82]],
  "total_charge": -1,
  "orbital_gap_ev": 4.592,
  "e_homo_ev": -4.4
}

Record 2
{
  "formula": "C31H25BrMoN3O7S2",
  "method": "ωB97M-V with the def2-TZVPD basis set",
  "symbols": ["Mo", "O", "C", "C", "C", "C", "C", "C", "C", "N", "C", "C", "N", "C", "C", "C", "C", "C", "C", "C", "O", "H", "H", "H", "H", "H", "H", "H", "H", "H", "H", "H", "H", "H", "H", "Br", "C", "C", "C", "C", "C", "C", "C", "O", "O", "H", "H", "H", "H", "S", "C", "N", "C", "C", "C", "C", "C", "C", "C", "S", "O", "O", "O", "H", "H", "H", "H", "H", "H", "H"],
  "xyz": [[0.14, -0.31, 0.42], [0.58, 1.48, 1.10], [-0.12, 2.56, 0.89], [0.53, 3.79, 0.68], [-0.21, 4.93, 0.48], [-1.62, 4.90, 0.54], [-2.26, 3.72, 0.79], [-1.54, 2.53, 0.95], [-2.22, 1.31, 1.34], [-1.72, 0.13, 1.25], [-2.18, -0.90, 2.22], [-0.95, -1.15, 3.12], [0.15, -1.46, 2.17], [0.80, -2.57, 2.25], [1.35, -3.26, 1.11], [2.29, -4.30, 1.30], [2.80, -4.97, 0.23], [2.34, -4.67, -1.07], [1.37, -3.72, -1.29], [0.89, -2.99, -0.20], [-0.01, -2.03, -0.41], [1.61, 3.80, 0.66], [0.30, 5.86, 0.29], [-2.19, 5.81, 0.39], [-3.35, 3.69, 0.85], [-3.21, 1.42, 1.79], [-2.43, -1.82, 1.69], [-3.04, -0.55, 2.79], [-1.11, -1.98, 3.81], [-0.72, -0.24, 3.67], [0.90, -3.05, 3.23], [2.62, -4.52, 2.31], [3.57, -5.71, 0.37], [2.76, -5.20, -1.92], [1.02, -3.47, -2.27], [6.36, 4.06, -2.56], [5.33, 2.84, -1.52], [5.96, 2.08, -0.55], [5.20, 1.20, 0.20], [3.83, 1.07, -0.03], [3.22, 1.83, -1.03], [3.97, 2.73, -1.77], [3.06, 0.06, 0.74], [3.33, -0.23, 1.89], [2.07, -0.52, 0.07], [7.02, 2.18, -0.38], [5.65, 0.58, 0.95], [2.17, 1.70, -1.23], [3.51, 3.31, -2.56], [2.45, -0.80, -2.88], [4.01, -1.09, -2.36], [5.10, -1.29, -2.01], [-6.41, -1.09, 0.18], [-5.12, -0.72, -0.51], [-4.85, 0.59, -0.87], [-3.65, 0.92, -1.49], [-2.71, -0.07, -1.75], [-2.98, -1.39, -1.42], [-4.18, -1.71, -0.80], [-1.16, 0.36, -2.50], [-1.42, 1.52, -3.32], [-0.68, -0.83, -3.13], [-0.31, 0.78, -1.31], [-7.04, -0.21, 0.33], [-6.22, -1.54, 1.15], [-6.98, -1.81, -0.41], [-5.58, 1.37, -0.67], [-3.42, 1.94, -1.78], [-2.25, -2.15, -1.67], [-4.39, -2.74, -0.54]],
  "total_charge": -1,
  "orbital_gap_ev": [4.520, 4.546],
  "multiplicity": 3,
  "e_homo_ev": [-3.3, -3.3],
  "e_above_lowest_kj_mol": 32.5
}

Record 3
{
  "formula": "C31H25N7S2Sn",
  "method": "ωB97M-V with the def2-TZVPD basis set",
  "symbols": ["Sn", "C", "C", "N", "N", "C", "N", "S", "C", "C", "C", "C", "C", "N", "H", "H", "H", "H", "H", "H", "H", "H", "H", "C", "C", "C", "C", "N", "C", "C", "C", "C", "C", "C", "N", "H", "H", "H", "H", "H", "H", "H", "H", "S", "C", "C", "C", "C", "C", "C", "N", "C", "C", "C", "C", "C", "C", "C", "H", "H", "H", "H", "H", "H", "H", "H"],
  "xyz": [[-0.03, -0.51, -0.29], [-0.31, 1.38, 3.87], [0.00, 1.04, 2.45], [-0.28, -0.10, 1.92], [-0.82, -1.06, 2.72], [-1.43, -2.03, 2.11], [-1.96, -3.00, 2.86], [-1.65, -2.22, 0.38], [0.67, 2.02, 1.57], [0.85, 3.34, 1.94], [1.54, 4.19, 1.08], [2.03, 3.69, -0.11], [1.78, 2.36, -0.42], [1.11, 1.55, 0.40], [-0.42, 0.47, 4.46], [0.46, 2.01, 4.30], [-1.26, 1.92, 3.91], [-1.89, -2.93, 3.87], [-2.45, -3.78, 2.45], [0.46, 3.71, 2.88], [1.69, 5.23, 1.35], [2.59, 4.31, -0.79], [2.13, 1.93, -1.35], [3.72, -1.67, 1.90], [4.06, -2.93, 1.44], [3.29, -3.50, 0.44], [2.20, -2.82, -0.07], [1.88, -1.59, 0.39], [2.63, -1.04, 1.35], [1.37, -3.38, -1.17], [1.51, -4.67, -1.65], [0.70, -5.08, -2.70], [-0.22, -4.20, -3.23], [-0.30, -2.93, -2.69], [0.48, -2.54, -1.68], [4.29, -1.17, 2.68], [4.91, -3.46, 1.84], [3.55, -4.47, 0.06], [2.33, -0.06, 1.69], [2.23, -5.36, -1.23], [0.79, -6.09, -3.09], [-0.86, -4.48, -4.05], [-1.00, -2.19, -3.07], [-2.67, 3.11, -1.78], [-3.41, 2.74, -0.26], [-4.47, 3.38, 0.36], [-4.91, 2.89, 1.57], [-4.30, 1.77, 2.15], [-3.25, 1.12, 1.53], [-2.79, 1.62, 0.31], [-1.74, 1.12, -0.46], [-1.59, 1.79, -1.57], [-0.55, 1.43, -2.53], [-0.37, 2.13, -3.72], [0.66, 1.78, -4.58], [1.50, 0.72, -4.26], [1.31, 0.01, -3.08], [0.28, 0.36, -2.21], [-4.95, 4.24, -0.09], [-5.73, 3.37, 2.08], [-4.68, 1.39, 3.09], [-2.81, 0.24, 1.98], [-1.02, 2.95, -3.98], [0.81, 2.32, -5.50], [2.31, 0.45, -4.93], [1.97, -0.82, -2.85]],
  "total_charge": 2,
  "orbital_gap_ev": 7.739,
  "e_homo_ev": -13.7,
  "e_above_lowest_kj_mol": 0.0
}

- Which formula does entry 2 have?
  C31H25BrMoN3O7S2

Please write out number 1 again, unchanged.
{
  "formula": "C31H25BO9P",
  "method": "ωB97M-V with the def2-TZVPD basis set",
  "symbols": ["O", "P", "B", "C", "O", "O", "O", "C", "C", "O", "H", "H", "H", "H", "H", "H", "H", "H", "H", "C", "C", "C", "C", "C", "C", "C", "O", "C", "C", "C", "C", "C", "C", "C", "O", "H", "H", "H", "H", "H", "H", "H", "H", "C", "C", "C", "C", "C", "C", "C", "O", "C", "C", "C", "C", "C", "C", "C", "O", "H", "H", "H", "H", "H", "H", "H", "H"],
  "xyz": [[3.88, -5.38, -3.61], [3.68, -5.52, -5.15], [2.11, -4.54, -5.77], [2.75, -3.52, -6.90], [3.87, -2.71, -6.44], [3.46, -2.11, -5.23], [1.18, -4.03, -4.77], [-0.08, -3.84, -5.39], [0.04, -4.66, -6.78], [1.23, -5.43, -6.59], [3.55, -6.91, -5.55], [4.89, -5.07, -5.76], [3.11, -4.18, -7.75], [2.01, -2.81, -7.36], [3.69, -1.17, -5.30], [-0.14, -2.71, -5.46], [-1.00, -4.19, -4.85], [-0.79, -5.36, -7.05], [0.07, -3.90, -7.62], [3.72, 2.31, 0.25], [2.58, 2.61, 1.00], [1.55, 1.69, 1.10], [1.65, 0.46, 0.44], [2.78, 0.17, -0.32], [3.82, 1.10, -0.41], [2.88, -1.11, -1.07], [3.87, -1.35, -1.73], [1.75, -2.06, -1.00], [1.80, -3.25, -1.74], [0.75, -4.15, -1.66], [-0.34, -3.89, -0.84], [-0.40, -2.71, -0.11], [0.64, -1.79, -0.19], [0.55, -0.52, 0.57], [-0.41, -0.29, 1.28], [4.53, 3.03, 0.19], [2.50, 3.57, 1.51], [0.67, 1.93, 1.69], [4.70, 0.87, -0.99], [2.65, -3.46, -2.38], [0.79, -5.07, -2.24], [-1.16, -4.60, -0.78], [-1.26, -2.51, 0.53], [-1.23, 7.15, 5.55], [-2.36, 7.45, 6.30], [-3.39, 6.53, 6.40], [-3.30, 5.30, 5.74], [-2.17, 5.01, 4.97], [-1.13, 5.93, 4.89], [-2.07, 3.73, 4.23], [-1.09, 3.48, 3.56], [-3.20, 2.78, 4.30], [-3.15, 1.60, 3.56], [-4.20, 0.69, 3.63], [-5.30, 0.95, 4.45], [-5.35, 2.12, 5.19], [-4.31, 3.05, 5.11], [-4.40, 4.31, 5.87], [-5.36, 4.55, 6.58], [-0.42, 7.87, 5.48], [-2.44, 8.40, 6.80], [-4.27, 6.76, 6.98], [-0.25, 5.71, 4.30], [-2.30, 1.38, 2.92], [-4.16, -0.23, 3.06], [-6.11, 0.23, 4.52], [-6.21, 2.33, 5.82]],
  "total_charge": -1,
  "orbital_gap_ev": 4.592,
  "e_homo_ev": -4.4
}